# 1
Density functional theory data (ωB97M-V/def2-TZVPD) for the molecule C6H13N.

Energy above the lowest of the compared OMol25 structures with the same formula, charge and spin (kcal per mole): 3.2
LUMO energy (Eh): 0.043
E_HOMO (eV): -8.23
Net charge: 0
Molecular weight (g mol⁻¹): 99.18
SMILES string: CCN1CCCC1
Orbital gap (eV): 9.41

```
20
Properties=species:S:1:pos:R:3:nbo_charge:R:1
N -0.222 0.020 0.479 -0.45
C -1.453 0.597 -0.036 -0.21
C 1.758 -0.623 -0.729 -0.41
C 2.142 0.297 0.426 -0.41
C 0.345 -1.067 -0.336 -0.22
C -2.633 -0.341 0.101 -0.61
C 0.828 1.047 0.653 -0.21
H 0.717 1.504 1.635 0.20
H -1.628 1.500 0.546 0.19
H -2.846 -0.554 1.146 0.21
H 2.427 -1.474 -0.846 0.21
H 0.725 1.822 -0.120 0.16
H -2.470 -1.264 -0.451 0.20
H -1.337 0.918 -1.086 0.15
H -3.529 0.143 -0.296 0.21
H 2.942 0.998 0.194 0.21
H -0.276 -1.241 -1.215 0.19
H 1.715 -0.048 -1.655 0.20
H 2.398 -0.256 1.330 0.20
H 0.398 -1.977 0.259 0.19
```

***

# 2
Density functional theory data (ωB97M-V/def2-TZVPD) for the molecule C6H13N.

Energy above the lowest of the compared OMol25 structures with the same formula, charge and spin (kcal per mole): 10.3
LUMO energy (Eh): 0.041
E_HOMO (eV): -7.87
Net charge: 0
Molecular weight (g mol⁻¹): 99.18
SMILES string: CCC/C=C(/C)N
Orbital gap (eV): 8.98

```
20
Properties=species:S:1:pos:R:3:nbo_charge:R:1
N 1.960 -0.069 0.115 -0.83
C -1.226 -1.937 0.706 -0.62
C -0.750 -0.270 -1.231 -0.42
C -0.113 0.919 -0.528 -0.29
C 1.081 1.003 0.054 0.18
C -1.780 -0.991 -0.366 -0.38
C 1.513 2.256 0.764 -0.64
H 1.589 2.058 1.839 0.22
H -0.589 -1.403 1.423 0.22
H -2.063 -2.543 1.061 0.21
H 1.713 -0.877 -0.434 0.37
H 2.468 2.680 0.443 0.21
H -1.210 0.122 -2.135 0.21
H 0.771 3.020 0.543 0.22
H 2.960 0.037 0.074 0.38
H 0.007 -1.025 -1.418 0.18
H -2.487 -0.331 0.154 0.20
H -2.409 -1.614 -1.020 0.19
H -0.529 -2.686 0.327 0.19
H -0.908 1.650 -0.370 0.19
```

***

# 3
Density functional theory data (ωB97M-V/def2-TZVPD) for the molecule C6H13N.

Energy above the lowest of the compared OMol25 structures with the same formula, charge and spin (kcal per mole): 27.4
LUMO energy (Eh): 0.039
E_HOMO (eV): -8.84
Net charge: 0
Molecular weight (g mol⁻¹): 99.18
SMILES string: C=C(C)C[C@H](C)N
Orbital gap (eV): 9.90

```
20
Properties=species:S:1:pos:R:3:nbo_charge:R:1
N -0.666 -0.429 -2.311 -0.85
C -0.417 0.297 -1.101 -0.03
C -0.546 -0.636 0.186 -0.43
C 1.343 0.619 1.440 -0.67
C 1.247 -1.836 1.422 -0.41
C 0.798 -0.698 0.941 0.03
C -1.183 1.623 -0.876 -0.62
H -1.058 2.204 -1.802 0.21
H -0.893 -1.651 -0.028 0.21
H 0.658 0.567 -1.031 0.16
H -2.252 1.476 -0.794 0.20
H -0.822 2.255 -0.055 0.22
H 2.051 -2.047 2.106 0.20
H 2.366 0.457 1.800 0.22
H 0.910 0.763 2.456 0.22
H -1.306 -0.066 -3.003 0.37
H 1.244 1.521 0.848 0.22
H -1.315 -0.221 0.831 0.21
H -0.963 -1.388 -2.204 0.36
H 0.803 -2.810 1.176 0.19
```

***

# 4
Density functional theory data (ωB97M-V/def2-TZVPD) for a structure of composition C6H13N.

Energy above the lowest of the compared OMol25 structures with the same formula, charge and spin (kcal per mole): 68.2
LUMO energy (Eh): 0.039
E_HOMO (eV): -7.92
Net charge: 0
Molecular weight (g mol⁻¹): 99.18
Orbital gap (eV): 8.99

```
20
Properties=species:S:1:pos:R:3:nbo_charge:R:1
N -1.002 -0.609 -0.484 -0.46
C -1.258 -1.957 0.055 -0.44
C -0.658 0.372 0.487 -0.12
C -1.369 1.691 0.283 -0.61
C 1.323 1.280 -0.901 -0.63
C 0.640 0.167 -0.169 0.15
C 1.627 -0.930 0.155 -0.65
H -0.526 -2.681 -0.318 0.19
H 1.373 -1.440 1.082 0.22
H 1.637 1.458 0.181 0.26
H 2.691 -0.644 0.199 0.22
H -2.244 -2.331 -0.279 0.20
H -0.680 0.041 1.528 0.17
H -1.449 1.930 -0.784 0.22
H 1.524 -1.626 -0.679 0.23
H -1.259 -2.025 1.160 0.17
H 0.772 2.168 -1.233 0.23
H -2.385 1.614 0.678 0.22
H -0.848 2.500 0.804 0.20
H 2.100 1.005 -1.658 0.23
```

***

# 5
Density functional theory data (ωB97M-V/def2-TZVPD) for the molecule C6H13N.

Energy above the lowest of the compared OMol25 structures with the same formula, charge and spin (kcal per mole): 10.9
LUMO energy (Eh): 0.040
E_HOMO (eV): -8.79
Net charge: 0
Molecular weight (g mol⁻¹): 99.18
SMILES string: C/C=C(\C)CCN
Orbital gap (eV): 9.87

```
20
Properties=species:S:1:pos:R:3:nbo_charge:R:1
N -2.607 0.679 1.802 -0.83
C -0.960 0.639 -0.044 -0.44
C 1.545 0.937 -0.300 -0.65
C -1.227 0.358 1.433 -0.20
C 0.363 -1.186 -1.032 -0.19
C 0.346 0.045 -0.516 0.02
C 1.617 -1.852 -1.538 -0.65
H 1.683 1.547 -1.198 0.22
H -1.829 0.333 -0.632 0.22
H 2.500 -1.523 -0.996 0.21
H -0.480 0.925 1.996 0.16
H -2.859 1.611 1.496 0.35
H -2.687 0.671 2.816 0.36
H 1.569 -2.941 -1.479 0.22
H -0.567 -1.736 -1.092 0.20
H -0.979 1.732 -0.195 0.19
H 2.487 0.407 -0.146 0.22
H 1.351 1.586 0.553 0.21
H -1.056 -0.692 1.641 0.19
H 1.790 -1.542 -2.568 0.22
```

***

# 6
Density functional theory data (ωB97M-V/def2-TZVPD) for the molecule C6H13N.

Energy above the lowest of the compared OMol25 structures with the same formula, charge and spin (kcal per mole): 46.2
LUMO energy (Eh): 0.039
E_HOMO (eV): -8.87
Net charge: 0
Molecular weight (g mol⁻¹): 99.18
SMILES string: C=C(C)C[C@@H](C)N
Orbital gap (eV): 9.94

```
20
Properties=species:S:1:pos:R:3:nbo_charge:R:1
N 1.466 -0.611 1.321 -0.85
C -0.942 1.838 1.129 -0.68
C 0.601 -0.941 -0.026 -0.02
C -1.048 0.904 -0.094 0.04
C 1.458 -1.891 -1.011 -0.65
C -2.283 0.869 -0.706 -0.42
C 0.240 0.415 -0.739 -0.47
H -2.612 0.343 -1.567 0.20
H -1.084 2.930 0.808 0.23
H -0.377 -1.537 0.185 0.19
H 0.184 0.185 -1.784 0.22
H 0.880 -0.708 2.134 0.35
H -2.988 1.543 -0.233 0.19
H 1.148 -1.748 -2.094 0.21
H 0.021 1.583 1.692 0.23
H 1.445 -2.993 -0.838 0.22
H 2.048 -1.396 1.538 0.35
H 2.589 -1.684 -1.065 0.21
H -1.797 1.827 1.879 0.22
H 1.051 1.072 -0.530 0.23
```

***

# 7
Density functional theory data (ωB97M-V/def2-TZVPD) for the molecule C6H13N.

Energy above the lowest of the compared OMol25 structures with the same formula, charge and spin (kcal per mole): 20.9
LUMO energy (Eh): 0.040
E_HOMO (eV): -7.37
Net charge: 0
Molecular weight (g mol⁻¹): 99.18
SMILES string: CCC(=CN)CC
Orbital gap (eV): 8.46

```
20
Properties=species:S:1:pos:R:3:nbo_charge:R:1
N -2.357 -0.307 -0.938 -0.85
C 0.701 1.207 0.528 -0.40
C -0.061 0.175 -0.281 -0.10
C 2.105 1.558 -0.008 -0.61
C 0.371 -1.699 1.416 -0.60
C -1.228 0.508 -0.854 0.02
C 0.302 -1.272 -0.067 -0.42
H 0.705 0.900 1.568 0.21
H 1.092 -1.124 1.995 0.20
H 0.129 2.131 0.415 0.20
H 2.789 0.717 0.101 0.20
H 1.238 -1.545 -0.560 0.21
H -1.469 1.528 -1.072 0.18
H 0.591 -2.759 1.497 0.21
H -2.252 -1.304 -0.953 0.38
H -3.288 0.043 -1.030 0.39
H 2.101 1.823 -1.065 0.21
H -0.481 -1.917 -0.469 0.18
H -0.597 -1.489 1.866 0.20
H 2.381 2.461 0.541 0.20
```

***

# 8
Density functional theory data (ωB97M-V/def2-TZVPD) for the molecule C6H13N.

Energy above the lowest of the compared OMol25 structures with the same formula, charge and spin (kcal per mole): 72.6
LUMO energy (Eh): 0.037
E_HOMO (eV): -7.17
Net charge: 0
Molecular weight (g mol⁻¹): 99.18
Orbital gap (eV): 8.18

```
20
Properties=species:S:1:pos:R:3:nbo_charge:R:1
N -0.023 0.490 -0.519 -0.43
C -0.957 1.092 -1.482 -0.28
C -0.602 -0.160 0.661 -0.21
C 0.989 0.510 -2.818 -0.68
C -0.203 -1.317 2.861 -0.60
C -0.178 -0.050 -2.014 -0.19
C 0.443 -0.612 1.669 -0.41
H 1.149 -1.284 1.170 0.21
H -1.994 0.933 -1.181 0.19
H -1.174 -1.009 0.280 0.22
H -0.732 2.138 -1.716 0.18
H 0.552 -1.672 3.569 0.22
H 1.016 0.256 2.023 0.20
H 1.365 1.509 -2.498 0.15
H -1.302 0.539 1.140 0.19
H 0.614 0.655 -3.839 0.23
H 1.851 -0.161 -2.894 0.21
H -0.878 -0.647 3.406 0.20
H -0.787 -2.183 2.534 0.21
H 0.850 0.974 -0.354 0.40
```

***

# 9
Density functional theory data (ωB97M-V/def2-TZVPD) for the molecule C6H13N.

Energy above the lowest of the compared OMol25 structures with the same formula, charge and spin (kcal per mole): 91.3
LUMO energy (Eh): 0.032
E_HOMO (eV): -6.92
Net charge: 0
Molecular weight (g mol⁻¹): 99.18
Orbital gap (eV): 7.79

```
20
Properties=species:S:1:pos:R:3:nbo_charge:R:1
N 0.398 -0.020 -0.643 -0.32
C 1.180 -0.613 0.589 -0.42
C -0.532 1.001 1.561 -0.64
C 0.803 -1.042 -1.646 -0.37
C -0.232 -0.250 0.739 0.11
C 0.438 1.376 -1.108 -0.41
C -1.357 -1.265 0.832 -0.62
H 1.829 0.205 0.925 0.13
H 1.886 -1.164 -1.547 0.22
H 0.688 1.396 -2.170 0.21
H -1.500 1.482 1.381 0.20
H -0.533 1.870 -0.991 0.21
H 0.562 -0.722 -2.665 0.17
H -2.337 -0.806 0.639 0.20
H -1.216 -2.106 0.151 0.22
H -0.519 0.658 2.605 0.23
H 0.359 -2.010 -1.426 0.22
H -1.378 -1.667 1.852 0.23
H 1.192 1.942 -0.557 0.21
H 0.270 1.737 1.477 0.22
```

***

# 10
Density functional theory data (ωB97M-V/def2-TZVPD) for a cluster of 2 separate species, C6H13N in total.

Energy above the lowest of the compared OMol25 structures with the same formula, charge and spin (kcal per mole): 98.2
LUMO energy (alpha / beta) (Eh): 0.042 / 0.042
E_HOMO (alpha / beta) (eV): -7.13 / -7.13
Net charge: 0
Molecular weight (g mol⁻¹): 99.18
Orbital gap (alpha / beta) (eV): 8.27 / 8.27

```
20
Properties=species:S:1:pos:R:3:nbo_charge:R:1
N 0.349 0.272 -0.439 -0.22
C 2.627 0.273 -1.588 -0.64
C -2.197 -1.200 1.659 -0.60
C 1.124 0.426 -1.661 -0.06
C 0.331 1.500 -1.001 -0.28
C -0.118 -0.621 0.367 0.02
C -1.001 -0.253 1.521 -0.45
H -2.789 -0.952 2.545 0.21
H 3.025 0.762 -0.693 0.21
H -0.430 -0.252 2.461 0.21
H 0.684 2.397 -0.506 0.20
H -2.852 -1.133 0.784 0.21
H 0.668 -0.056 -2.534 0.18
H 0.138 -1.657 0.159 0.19
H 2.950 -0.775 -1.598 0.21
H 3.067 0.763 -2.464 0.22
H -2.088 0.012 -1.416 -0.06
H -1.873 -2.243 1.758 0.20
H -1.354 0.775 1.367 0.22
H -1.745 0.675 -1.534 0.02
```

***

# 11
Density functional theory data (ωB97M-V/def2-TZVPD) for a structure of composition C6H13N.

Multiplicity: 2
Energy above the lowest of the compared OMol25 structures with the same formula, charge and spin (kcal per mole): 101.5
LUMO energy (alpha / beta) (Eh): -0.221 / -0.240
E_HOMO (alpha / beta) (eV): -13.60 / -16.01
Net charge: +1
Molecular weight (g mol⁻¹): 99.18
Orbital gap (alpha / beta) (eV): 7.59 / 9.49

```
20
Properties=species:S:1:pos:R:3:lowdin_spin:R:1
N 0.449 2.405 0.272 0.31
C 0.091 1.158 0.810 0.17
C -1.196 0.156 -0.977 0.06
C -0.226 -0.131 0.131 0.30
C 1.934 -1.084 1.090 0.03
C 0.368 -1.230 0.886 0.05
C -1.457 -1.004 -1.994 0.01
H 0.791 2.194 -0.672 0.00
H -0.742 2.046 0.598 0.00
H -2.176 0.411 -0.552 0.02
H 2.177 -0.047 1.337 0.00
H -0.041 -1.397 1.897 0.02
H 0.241 1.101 1.889 0.02
H -0.860 -0.870 -2.897 0.00
H -2.509 -1.174 -2.216 0.00
H 2.519 -1.272 0.189 0.00
H 0.344 -2.204 0.385 0.00
H -1.079 -1.903 -1.496 0.00
H 2.242 -1.782 1.865 0.00
H -0.810 1.044 -1.470 0.01
```

***

# 12
Density functional theory data (ωB97M-V/def2-TZVPD) for the ion C6H13N with charge +1.

Multiplicity: 2
Energy above the lowest of the compared OMol25 structures with the same formula, charge and spin (kcal per mole): 40.1
LUMO energy (alpha / beta) (Eh): -0.140 / -0.287
E_HOMO (alpha / beta) (eV): -14.93 / -14.93
Net charge: +1
Molecular weight (g mol⁻¹): 99.18
Orbital gap (alpha / beta) (eV): 11.12 / 7.11

```
20
Properties=species:S:1:pos:R:3:lowdin_spin:R:1
N 1.290 -1.869 -0.313 0.22
C -0.657 -0.388 0.073 0.38
C -0.769 -2.253 -1.569 0.03
C 0.394 2.677 0.033 0.01
C -0.050 -1.422 -0.578 0.21
C -0.216 1.940 1.215 0.01
C 0.020 0.381 1.222 0.06
H -1.091 -3.220 -1.047 0.01
H -1.279 2.152 1.284 0.00
H 1.360 -2.254 0.644 0.01
H 0.316 2.319 2.143 0.00
H -1.712 -1.745 -1.811 0.00
H 1.483 2.610 -0.154 0.00
H 0.164 -0.097 2.208 0.03
H 0.053 3.705 -0.119 0.00
H 1.729 -2.588 -0.914 0.00
H -0.133 2.275 -0.876 0.00
H -0.316 -2.412 -2.533 0.01
H -1.685 -0.058 0.045 0.01
H 1.100 0.245 1.047 0.01
```

***

- Which formula does entry 5 have?
  C6H13N